The following is a DFT calculation (ωB97M-V with the def2-TZVPD basis set) of the molecule C2H4N2O2 in a non-equilibrium geometry.

Last column: Löwdin charge in e.
Element x y z (Å)
O -0.3419 -0.1001 -0.7371  -0.154
O 2.0431 -0.7148 0.3204  -0.014
N -1.7666 -0.6230 -0.3235  0.114
N 1.6568 0.5248 0.1402  -0.015
C 0.4036 0.8559 -0.2051  -0.285
C -2.0510 0.0752 0.6576  -0.095
H -1.4851 1.0556 1.2057  0.154
H -3.1124 0.0968 0.8957  0.071
H 0.2102 1.9093 -0.4698  0.128
H 1.4302 -1.4409 0.2703  0.096

Output
* ΔE to the lowest compared entry with this formula, charge and spin: 7.234 eV
* orbital gap: 9.84 eV
* SMILES string: C=NO/C=N\O
* LUMO level: 0.01608 Ha
* HOMO: -9.40 eV